A structure of composition C22H27FeN3O2, computed with ωB97M-V with the def2-TZVPD basis set.

Each line ends with the Löwdin spin population.
Positions of all 55 atoms, in Å:
Fe 0.74 0.23 -0.68  0.083
C 1.43 -2.45 -2.08  0.002
N 0.10 -1.91 -1.76  -0.005
C -0.55 -2.81 -0.79  0.000
C -1.78 -2.32 0.01  0.000
C -1.61 -0.99 0.77  0.000
N -0.20 -0.75 0.94  0.002
C 0.29 -0.80 2.07  0.002
C 1.70 -0.71 2.39  0.001
C 2.07 -0.75 3.74  0.000
C 3.38 -0.73 4.15  0.002
C 4.38 -0.68 3.14  0.000
C 4.06 -0.65 1.82  0.001
C 2.69 -0.65 1.36  0.000
O 2.43 -0.65 0.12  0.007
C -0.65 -1.80 -3.01  0.001
C -1.87 -0.89 -3.01  0.001
C -1.54 0.59 -2.99  0.017
N -1.16 1.05 -1.66  0.026
C -1.82 2.01 -1.23  0.003
C -1.62 2.72 0.02  0.000
C -2.64 3.59 0.43  0.000
C -2.57 4.30 1.61  0.000
C -1.41 4.14 2.41  0.000
C -0.38 3.33 2.02  0.000
C -0.42 2.59 0.78  0.001
O 0.55 1.91 0.40  0.003
H 1.35 -3.46 -2.51  0.000
H 2.04 -2.48 -1.18  0.000
H 1.93 -1.80 -2.79  0.002
H 0.22 -3.08 -0.07  0.000
H -0.84 -3.73 -1.31  0.000
H -1.99 -3.12 0.73  0.000
H -2.67 -2.26 -0.62  0.000
H -2.14 -1.02 1.73  0.000
H -2.04 -0.19 0.18  0.000
H -0.39 -0.95 2.92  0.000
H 1.28 -0.80 4.49  0.000
H 3.65 -0.75 5.20  0.000
H 5.43 -0.66 3.43  0.000
H 4.82 -0.60 1.05  0.000
H -0.95 -2.80 -3.34  0.000
H 0.05 -1.41 -3.76  0.000
H -2.55 -1.11 -2.18  0.000
H -2.42 -1.10 -3.94  0.000
H -2.39 1.15 -3.37  0.000
H -0.69 0.76 -3.66  0.011
H -2.66 2.37 -1.83  0.001
H -3.52 3.68 -0.20  0.000
H -3.37 4.96 1.90  0.000
H -1.33 4.69 3.35  0.000
H 0.51 3.21 2.63  0.000
C 1.62 1.00 -2.24  0.719
H 1.80 2.09 -2.37  0.061
H 1.65 0.49 -3.23  0.059

As for the total charge: -1. As for the LUMO energy (spin up / spin down): 0.1096 / 0.1096 Eh. As for the multiplicity: 2.